1.
Density functional theory data (ωB97M-V with the def2-TZVPD basis set) for C3H5MgO3V as an isolated structure.

Values from the calculation:
spin multiplicity	5
M	164.3	g mol⁻¹
total charge	0
energy above the lowest of the compared OMol25 structures with the same formula, charge and spin	0.0	kcal per mole

Last column: Löwdin charge in e.
CARTESIAN COORDINATES (ANGSTROEM)
O  -1.59895  -0.20329  1.67998  -0.22
C  -0.40762  -0.64028  2.04707  -0.30
C  0.63013  -0.71987  1.19217  -0.16
O  0.34877  -0.38609  -0.13798  -0.26
C  1.41665  0.16276  -0.89878  -0.06
Mg  -1.65188  0.21990  -0.22102  0.82
H  -0.25100  -0.92535  3.09604  0.12
H  1.65585  -0.99769  1.42569  0.11
H  1.88722  -0.63695  -1.48670  0.10
H  2.15281  0.64710  -0.24157  0.10
V  -2.94332  1.37205  -3.17874  0.49
O  -2.22986  1.19316  -1.67173  -0.84
H  0.99118  0.91456  -1.60442  0.10

---

2.
Density functional theory data (ωB97M-V with the def2-TZVPD basis set) for a 3-piece molecular cluster, C20H25BF6O7 overall.

Values from the calculation:
SMILES string	C=CB(COC(C)=O)COc1ccccc1.CCOC(=O)C(F)(F)F.CCOC(=O)C(F)(F)F
M	502.2	g mol⁻¹
total charge	0
energy above the lowest of the compared OMol25 structures with the same formula, charge and spin	156.5	kcal per mole

Last column: Löwdin charge in e.
CARTESIAN COORDINATES (ANGSTROEM)
C  2.22815  -5.30787  0.05396  -0.03
C  3.14076  -4.64589  -0.92469  -0.08
B  2.79616  -3.05379  -1.32338  -0.19
C  3.09831  -1.91408  -0.17713  -0.13
O  3.74675  -0.69313  -0.69997  -0.12
C  3.15036  0.39696  0.13915  -0.27
C  2.23319  1.51124  -0.65976  -0.02
O  3.30954  0.44879  1.47855  -0.03
C  2.16389  -2.80073  -2.82008  -0.14
O  0.95800  -1.95882  -2.85570  -0.17
C  -0.03315  -2.35360  -1.84274  -0.15
C  -0.52643  -1.14295  -0.80212  0.01
C  -1.64934  -1.33612  0.37722  -0.05
C  -2.29451  -2.83755  0.56645  -0.06
C  -1.83868  -4.08454  -0.44858  -0.05
C  -0.72255  -3.83096  -1.66791  0.00
H  1.19698  -4.83827  0.41515  0.07
H  2.55012  -6.36378  0.46324  0.06
H  4.04396  -5.17816  -1.44857  0.10
H  2.10891  -1.62555  0.38252  0.13
H  3.82016  -2.41927  0.62595  0.14
H  2.81074  2.52348  -0.81360  0.09
H  1.22149  1.63221  -0.05990  0.10
H  1.92450  1.00694  -1.69344  0.10
H  2.99743  -2.20736  -3.43513  0.15
H  1.99223  -3.80162  -3.44743  0.13
H  -0.06274  -0.05515  -0.93785  0.08
H  -1.94077  -0.38434  1.03169  0.09
H  -3.10112  -2.96176  1.41838  0.06
H  -2.31736  -5.16667  -0.29508  0.09
H  -0.42103  -4.72219  -2.37231  0.10
C  -5.15875  -2.90967  6.30190  -0.06
C  -6.30458  -2.46442  5.41222  -0.21
O  -6.02766  -1.18033  4.83266  0.01
C  -5.19331  -1.17974  3.74326  -0.32
O  -4.68898  -2.19156  3.26728  0.13
C  -5.02101  0.23768  3.19832  -0.47
F  -4.77578  1.15397  4.17975  0.14
F  -6.13414  0.67414  2.54186  0.15
F  -3.98991  0.34751  2.31379  0.13
H  -4.94209  -2.14891  7.05898  0.08
H  -5.40264  -3.84997  6.80530  0.08
H  -4.24005  -3.05453  5.72542  0.08
H  -7.21202  -2.35187  6.01501  0.13
H  -6.52477  -3.20376  4.63374  0.13
C  4.39005  7.76446  -2.95316  -0.07
C  3.86210  6.84574  -4.03940  -0.21
O  3.03926  5.81326  -3.47515  0.01
C  1.75162  6.17258  -3.16562  -0.32
O  1.29503  7.29788  -3.33858  0.15
C  0.97500  4.97451  -2.62044  -0.46
F  1.67618  4.27415  -1.68195  0.12
F  0.65578  4.08076  -3.60013  0.15
F  -0.20101  5.32592  -2.02789  0.15
H  4.91400  7.18816  -2.18361  0.08
H  5.07970  8.50306  -3.37258  0.08
H  3.57625  8.29715  -2.45185  0.08
H  4.70168  6.34728  -4.53551  0.13
H  3.31608  7.40105  -4.81053  0.13

---

3.
Density functional theory data (ωB97M-V with the def2-TZVPD basis set) for a 3-piece molecular cluster, C27H29BrFN4O6 overall.

Values from the calculation:
electronic energy	-119460.533	eV
M	604.5	g mol⁻¹
total charge	+1

Last column: Löwdin charge in e.
CARTESIAN COORDINATES (ANGSTROEM)
C  2.01656  0.80347  -4.15542  0.19
C  1.54379  0.10624  -3.31131  -0.09
C  1.02420  -0.82439  -2.27525  -0.30
C  2.24185  -1.76713  -1.97963  -0.07
C  1.95653  -3.27249  -1.84169  -0.39
C  3.21806  -4.07371  -2.24962  -0.07
C  1.63447  -3.66016  -0.37443  -0.08
C  0.54651  0.15625  -1.15001  -0.54
Br  0.33336  -0.48497  0.62782  1.04
N  -0.73838  0.70049  -1.75831  0.15
C  -1.36593  -0.20147  -2.77345  -0.33
O  -1.49118  0.48728  -3.96277  0.09
C  -2.71491  -0.75721  -2.38965  -0.22
C  -3.43014  -1.50608  -3.30639  -0.01
C  -4.65668  -2.07956  -3.00396  -0.01
C  -5.12840  -1.84414  -1.70628  -0.03
C  -4.35381  -1.04717  -0.87658  -0.12
N  -3.17465  -0.49957  -1.16656  0.13
C  -0.30871  -1.43084  -2.75362  -0.43
O  -0.84012  -2.32416  -1.84603  0.07
F  -0.25886  -1.91563  -4.02542  0.13
H  2.61656  1.50550  -4.69197  0.06
H  3.00584  -1.57284  -2.72900  0.12
H  2.66160  -1.43881  -1.02285  0.12
H  1.15341  -3.64770  -2.47617  0.12
H  3.28334  -4.04906  -3.34200  0.08
H  3.07570  -5.11866  -1.97584  0.08
H  4.12584  -3.68300  -1.78899  0.09
H  0.55551  -3.67188  -0.20100  0.06
H  2.07255  -2.97558  0.35323  0.06
H  1.97900  -4.67067  -0.15083  0.08
H  1.22066  1.00906  -1.20700  0.12
H  -1.39119  1.13411  -1.09182  0.15
H  -0.38894  1.52181  -2.26606  0.18
H  -0.70787  0.37249  -4.52324  0.12
H  -3.00883  -1.65850  -4.29613  0.13
H  -5.20230  -2.68444  -3.71420  0.12
H  -6.06322  -2.26488  -1.36319  0.11
H  -4.74723  -0.84415  0.11791  0.12
H  -1.02072  -3.13153  -2.35148  0.15
C  -4.63354  3.61794  0.39867  -0.07
C  -4.75908  4.64662  1.32245  -0.06
C  -3.88911  4.72398  2.40024  0.01
C  -2.90017  3.76775  2.53376  -0.14
C  -2.76553  2.73364  1.62692  -0.01
C  -3.63933  2.65871  0.55317  -0.08
N  -1.95692  3.85544  3.66072  -0.35
O  -2.10796  4.76115  4.45171  0.09
O  -1.08004  3.01482  3.72468  0.07
H  -5.31155  3.56299  -0.44339  0.11
H  -5.53392  5.39110  1.20243  0.11
H  -3.98753  5.52455  3.11880  0.12
H  -1.99107  1.98792  1.74690  0.10
H  -3.54610  1.85269  -0.16519  0.07
C  5.63217  1.14218  5.34745  -0.06
C  5.04111  2.10079  4.53431  -0.06
C  3.99903  1.74955  3.69301  0.00
C  3.55988  0.43657  3.68209  -0.15
C  4.14266  -0.53237  4.48167  0.00
C  5.18600  -0.17299  5.31793  -0.06
N  2.44014  0.06492  2.81052  -0.35
O  1.95654  0.93591  2.10609  -0.09
O  2.05401  -1.08885  2.85315  0.00
H  6.44264  1.42140  6.00776  0.11
H  5.39120  3.12340  4.55916  0.11
H  3.53937  2.49556  3.06188  0.12
H  3.79411  -1.55447  4.46194  0.12
H  5.64973  -0.91721  5.95036  0.11

---

4.
Density functional theory data (ωB97M-V with the def2-TZVPD basis set) for a 2-piece molecular cluster, C15H18 overall.

Values from the calculation:
SMILES string	CCc1ccccc1.Cc1ccccc1
M	198.3	g mol⁻¹
total charge	0
energy above the lowest of the compared OMol25 structures with the same formula, charge and spin	36.8	kcal per mole

Last column: Löwdin charge in e.
CARTESIAN COORDINATES (ANGSTROEM)
C  0.37073  -3.02664  1.97434  -0.07
C  -0.06047  -3.24298  0.45010  -0.19
C  -1.32294  -2.50299  0.16584  -0.27
C  -1.35470  -1.20966  -0.32632  -0.04
C  -2.60316  -0.69950  -0.73937  -0.08
C  -3.72128  -1.45524  -0.41479  -0.12
C  -3.76385  -2.53693  0.47148  -0.07
C  -2.49970  -3.03603  0.73231  -0.06
H  0.80808  -3.91329  2.40733  0.06
H  -0.53803  -3.08724  2.59173  0.07
H  0.87908  -2.07212  2.00553  0.07
H  0.59339  -2.85233  -0.36163  0.12
H  -0.09270  -4.31471  0.42280  0.09
H  -0.50729  -0.60265  -0.65482  0.11
H  -2.76924  0.15038  -1.38174  0.10
H  -4.70877  -1.12727  -0.76427  0.10
H  -4.69094  -2.83634  0.91852  0.10
H  -2.34487  -3.96130  1.29409  0.11
C  2.15133  2.93070  1.57369  -0.07
C  2.03344  2.82207  0.08579  -0.29
C  2.98857  2.26843  -0.76618  -0.05
C  2.72056  2.10289  -2.12934  -0.07
C  1.56863  2.74365  -2.61423  -0.12
C  0.60246  3.31234  -1.83290  -0.09
C  0.86067  3.34722  -0.46115  -0.06
H  2.06537  1.97536  2.12960  0.08
H  1.36684  3.46888  2.11231  0.07
H  3.16526  3.29508  1.75459  0.08
H  3.95454  2.02140  -0.33258  0.11
H  3.35948  1.52356  -2.77027  0.10
H  1.52679  2.77132  -3.70871  0.10
H  -0.28300  3.88480  -2.09798  0.11
H  0.24572  3.85913  0.26621  0.10